Here is 2 unconnected molecules or ions with the total composition C2H2S from the Open Molecules 2025 dataset. Energies are from ωB97M-V/def2-TZVPD.

```
5
Properties=species:S:1:pos:R:3
C -0.456 0.102 -0.107
C 0.727 0.242 0.348
S 0.365 -1.453 -0.460
H -2.099 0.448 -0.798
H 1.464 0.660 1.017
```

**Spin multiplicity**: 1
**Molar mass**: 58.105 g/mol
**Frontier orbital gap**: 6.8 eV
**ΔE to the lowest compared entry with this formula, charge and spin**: 456.5 kJ/mol


Here is a molecular structure, F3H3SSi2 from the Open Molecules 2025 dataset. Energies are from ωB97M-V/def2-TZVPD.

```
9
Properties=species:S:1:pos:R:3
F 0.614 -0.593 2.194
F 2.485 -0.112 0.708
F 1.324 -2.252 0.459
Si -0.723 -0.399 -0.721
Si 1.050 -0.707 0.669
S -0.158 2.415 -1.055
H -1.431 -1.100 -1.819
H -1.711 0.176 0.244
H -1.449 2.570 -0.678
```

**Spin multiplicity**: 1
**Molar mass**: 148.257 g/mol
**Frontier orbital gap**: 7.7 eV
**ΔE to the lowest compared entry with this formula, charge and spin**: 229.8 kJ/mol


Here is a molecular structure, C4H4O2 from the Open Molecules 2025 dataset. Energies are from ωB97M-V/def2-TZVPD.

```
10
Properties=species:S:1:pos:R:3
O 0.194 1.647 1.090
C -0.305 0.852 0.252
C -1.493 0.261 0.143
C 0.934 -1.093 -0.076
O 1.062 -1.201 -1.297
C 0.963 0.312 -0.243
H -1.699 -0.295 -0.747
H -2.311 0.535 0.791
H 0.830 -1.862 0.677
H 1.826 0.844 -0.588
```

**Spin multiplicity**: 1
**Molar mass**: 84.074 g/mol
**Frontier orbital gap**: 7.8 eV
**ΔE to the lowest compared entry with this formula, charge and spin**: 432.8 kJ/mol


Here is a molecular structure, C17H17CuN9O6S from the Open Molecules 2025 dataset. Energies are from ωB97M-V/def2-TZVPD.

```
51
Properties=species:S:1:pos:R:3
Cu 1.370 1.194 0.051
O 5.351 0.851 -1.652
N 4.457 1.335 -0.945
O 3.251 1.157 -1.262
O 4.716 1.986 0.101
C -0.440 -0.986 1.648
C 0.583 -1.519 0.761
N 1.405 -0.742 0.078
C 2.319 -1.553 -0.543
C 2.019 -2.866 -0.251
N 0.931 -2.807 0.620
C 0.324 -3.970 1.223
N -0.345 -4.816 0.289
N -0.091 -6.166 0.283
N -1.064 -6.780 -0.284
C -2.020 -5.851 -0.666
C -3.232 -6.004 -1.324
C -3.953 -4.826 -1.520
C -3.472 -3.541 -1.136
C -2.247 -3.397 -0.505
C -1.568 -4.592 -0.278
H -0.637 0.063 1.384
H -0.115 -1.079 2.684
H -1.432 -1.456 1.496
H 3.094 -1.130 -1.156
H 2.494 -3.776 -0.500
H -0.343 -3.571 1.979
H 1.089 -4.586 1.694
H -3.596 -6.940 -1.663
H -4.961 -4.901 -2.007
H -4.068 -2.651 -1.283
H -1.918 -2.384 -0.330
N -0.214 7.998 0.574
C 0.965 7.407 0.509
S 2.311 8.356 0.639
C 0.988 5.913 0.295
C -0.185 5.144 0.171
C -0.060 3.757 0.090
N 1.123 3.124 0.215
C 2.256 3.867 0.346
C 2.212 5.246 0.319
H -0.237 9.005 0.666
H -1.093 7.535 0.596
H -1.204 5.571 0.125
H -0.980 3.159 0.000
H 3.143 3.280 0.386
H 3.078 5.824 0.405
O -1.841 -0.473 -1.333
N -2.517 0.302 -0.592
O -3.531 -0.167 -0.033
O -2.118 1.456 -0.364
```

**Spin multiplicity**: 1
**Molar mass**: 538.993 g/mol
**Frontier orbital gap**: 6.9 eV
**Charge**: -1